Entry 1:
The following is a quantum chemistry calculation of C26H21ClIMnN6O2S as an isolated structure, from the Open Molecules 2025 dataset.

Computed properties:
F_max: 0.84 eV/Å
Orbital gap (spin up / spin down): 6.7 / 6.3 eV
Multiplicity: 2
Relative energy (zero: lowest compared OMol25 entry of this formula, charge and spin): 9.5 kcal/mol
Net charge: -1
Lowest unoccupied orbital energy (spin up / spin down): 2.273 / 2.271 eV

Last column: natural (NBO) charge in e.
CARTESIAN COORDINATES (ANGSTROEM)
I  4.958  -1.082  3.781  0.12
Mn  1.289  -0.009  0.023  0.98
Cl  0.309  -3.310  6.178  -0.05
S  -0.128  -3.316  -3.092  0.32
O  4.810  -0.293  -2.570  -0.67
O  2.653  -0.476  1.578  -0.75
N  2.036  -3.103  -1.445  -0.81
N  1.169  1.697  1.388  -0.80
N  2.876  -0.393  -1.187  -0.85
N  0.226  -1.630  -1.222  -0.35
N  0.059  -0.985  1.577  -0.43
N  -1.025  -1.371  -1.733  -0.23
C  -2.600  -1.972  -3.496  -0.44
C  0.408  1.930  -3.728  -0.25
C  -2.426  -0.961  -4.625  -0.60
C  3.840  -0.327  -1.870  0.75
C  -0.677  2.838  0.269  -0.06
C  2.334  -2.167  4.796  -0.21
C  0.810  -2.626  -1.817  0.26
C  0.775  -1.397  2.656  0.05
C  2.204  -1.091  2.593  0.42
C  0.664  1.020  -2.718  -0.16
C  -1.900  3.493  0.413  -0.14
C  -1.918  -1.898  2.541  -0.26
C  -1.341  -2.144  -2.707  0.04
C  -0.377  3.477  -2.093  -0.21
C  -0.621  2.643  2.683  -0.24
C  0.173  -2.074  3.728  -0.03
C  -0.038  2.425  1.439  0.17
C  -1.229  -1.221  1.507  0.06
C  -1.840  3.292  2.796  -0.22
C  -1.220  -2.317  3.637  -0.16
C  -2.484  3.727  1.648  -0.26
C  -0.097  3.190  -3.413  -0.26
C  0.430  1.270  -1.349  -0.30
C  -0.150  2.527  -1.088  -0.14
C  1.002  -2.461  4.813  -0.12
C  2.932  -1.492  3.716  -0.31
H  1.108  0.070  -2.998  0.18
H  2.608  -2.333  -1.069  0.44
H  -1.687  -1.298  -5.353  0.20
H  -2.982  -2.071  2.451  0.21
H  1.543  1.459  2.297  0.39
H  -3.442  4.226  1.708  0.20
H  2.526  -3.611  -2.167  0.38
H  -0.776  4.451  -1.831  0.19
H  2.949  -2.463  5.636  0.23
H  -2.083  -0.004  -4.229  0.24
H  -0.262  3.934  -4.183  0.19
H  -1.713  -2.837  4.447  0.22
H  -3.372  -0.808  -5.146  0.20
H  -2.424  3.783  -0.489  0.20
H  -2.931  -2.936  -3.891  0.20
H  0.632  1.677  -4.759  0.19
H  -2.278  3.450  3.773  0.20
H  1.906  2.098  0.809  0.41
H  -3.366  -1.630  -2.798  0.23
H  -0.102  2.300  3.571  0.20
H  -1.742  -0.872  0.619  0.22

***

Entry 2:
The following is a quantum chemistry calculation of one molecule with the formula C6H7NO3S2 in a non-equilibrium geometry, from the Open Molecules 2025 dataset.

Computed properties:
F_max: 6.53 eV/Å
Orbital gap (spin up / spin down): 6.9 / 7.5 eV
Multiplicity: 3
Lowest unoccupied orbital energy (spin up / spin down): 0.384 / -2.056 eV

Last column: natural (NBO) charge in e.
CARTESIAN COORDINATES (ANGSTROEM)
S  -2.649  -1.114  0.081  0.92
S  2.010  -0.051  -0.426  0.20
O  -1.914  2.270  0.654  -0.52
O  0.279  -2.791  -0.575  -0.70
O  -3.433  -0.198  -0.788  -0.71
N  -0.714  0.602  -0.432  -0.44
C  0.137  -1.834  0.470  0.09
C  -0.957  1.861  0.090  0.69
C  0.608  0.960  -0.948  -0.17
C  1.294  -1.019  0.925  -0.61
C  -1.100  -0.634  0.005  -0.17
C  0.445  2.367  -0.257  -0.49
H  0.949  2.476  0.811  0.24
H  1.138  -0.267  1.861  0.26
H  0.621  3.165  -0.842  0.23
H  2.118  -1.727  1.208  0.26
H  0.683  0.839  -2.030  0.23
H  -0.529  -2.378  1.323  0.22
H  1.014  -2.528  -1.129  0.48

***

Entry 3:
The following is a quantum chemistry calculation of C26H38BN10Sn as an isolated structure, from the Open Molecules 2025 dataset.

Computed properties:
F_max: 0.74 eV/Å
Orbital gap (spin up / spin down): 4.3 / 4.3 eV
Net charge: +3
Lowest unoccupied orbital energy (spin up / spin down): -11.745 / -11.747 eV

Last column: Löwdin charge in e.
CARTESIAN COORDINATES (ANGSTROEM)
Sn  0.196  0.849  -1.882  1.37
N  1.684  3.644  -1.988  -0.05
N  0.865  -0.254  0.321  0.04
N  -3.889  0.542  0.083  -0.11
N  2.188  1.492  1.191  -0.13
N  2.105  0.734  -2.820  -0.22
N  -3.948  -1.447  1.268  -0.11
N  0.729  2.853  -1.455  -0.19
N  -1.992  -0.794  0.071  0.18
N  2.932  1.711  -3.250  -0.06
N  1.487  -0.221  2.584  -0.09
C  3.269  1.591  0.194  0.01
C  3.757  -0.227  -3.971  0.00
C  -3.285  -2.383  2.179  0.00
C  2.600  -0.447  -3.264  -0.15
C  0.902  -1.595  0.146  -0.26
C  -5.416  -1.529  1.315  0.00
C  -4.819  1.313  0.923  0.00
C  0.098  -3.717  -0.723  -0.15
C  -1.591  -1.976  -0.324  -0.21
C  1.554  4.865  -1.486  -0.03
C  2.194  -2.237  0.304  0.07
C  -2.573  -2.940  -0.833  0.08
C  -2.245  -4.184  -1.261  0.02
C  -0.901  -4.588  -1.179  0.12
C  -0.008  3.612  -0.606  -0.16
C  1.540  0.328  1.371  -0.36
C  0.441  -1.147  3.013  0.00
C  2.442  -3.523  -0.076  0.02
C  -3.433  1.238  -1.119  -0.03
C  -0.188  -2.373  -0.335  -0.06
C  2.489  0.078  3.620  0.01
C  0.481  4.897  -0.593  -0.01
C  2.086  2.587  2.162  -0.02
C  -3.302  -0.580  0.477  -0.32
C  3.924  1.158  -3.937  -0.02
C  1.391  -4.268  -0.612  0.09
B  2.769  3.264  -3.064  -0.37
H  -2.222  -2.179  2.238  0.07
H  1.245  2.415  2.830  0.10
H  -0.397  -1.097  2.325  0.06
H  1.553  -5.292  -0.930  0.15
H  -0.833  3.183  -0.057  0.10
H  -5.821  -1.097  2.229  0.11
H  3.708  2.582  0.272  0.11
H  -5.820  1.338  0.496  0.11
H  3.013  -1.622  0.659  0.14
H  -2.682  1.992  -0.876  0.06
H  -4.285  1.748  -1.565  0.12
H  2.476  3.764  -4.119  0.08
H  -3.601  -2.613  -0.911  0.14
H  -2.999  -4.856  -1.648  0.14
H  -3.718  -2.268  3.172  0.12
H  0.103  -0.855  4.006  0.11
H  1.899  3.505  1.605  0.09
H  -3.441  -3.413  1.856  0.11
H  2.916  1.452  -0.820  0.04
H  4.051  0.857  0.398  0.10
H  3.824  3.726  -2.716  0.09
H  3.414  0.416  3.164  0.10
H  2.092  -1.375  -3.045  0.10
H  -3.038  0.537  -1.848  0.07
H  0.815  -2.171  3.064  0.11
H  -4.857  0.908  1.928  0.10
H  -4.444  2.334  0.978  0.11
H  -5.855  -1.043  0.450  0.10
H  2.996  2.719  2.747  0.10
H  -5.682  -2.586  1.296  0.11
H  0.117  5.741  -0.033  0.12
H  2.226  5.652  -1.790  0.15
H  2.130  0.828  4.324  0.11
H  -0.618  -5.594  -1.470  0.15
H  3.435  -3.945  0.007  0.14
H  4.385  -0.949  -4.462  0.12
H  4.699  1.776  -4.365  0.15
H  2.682  -0.844  4.166  0.11

***

Entry 4:
The following is a quantum chemistry calculation of C31H37Cl6F3FeGeN3OS2Si as an isolated structure in a non-equilibrium geometry, from the Open Molecules 2025 dataset.

Computed properties:
F_max: 2.09 eV/Å
Orbital gap (spin up / spin down): 7.3 / 7.3 eV
Multiplicity: 6
Lowest unoccupied orbital energy (spin up / spin down): 0.087 / -1.112 eV

Last column: Löwdin charge in e.
CARTESIAN COORDINATES (ANGSTROEM)
Ge  1.340  -2.317  -3.205  0.14
Fe  1.948  -0.525  -0.514  0.41
Cl  3.082  -3.656  -3.753  -0.08
Cl  -4.155  1.724  1.719  0.67
Cl  -5.837  -1.649  -4.409  0.77
Cl  1.490  -2.921  -0.721  0.04
Cl  -0.209  -3.866  -3.740  -0.09
Cl  -5.736  3.707  -4.958  0.66
S  -4.866  -0.038  3.953  1.01
S  2.825  1.845  -0.806  0.68
Si  1.777  -0.250  2.071  0.73
F  5.898  3.087  -3.342  0.14
F  6.876  2.971  -1.385  0.10
F  4.764  3.630  -1.574  0.09
O  -4.272  -0.994  -0.460  -0.10
N  0.002  -0.204  -1.319  -0.09
N  -1.911  -0.870  -2.144  -0.05
N  3.838  -0.505  -1.375  -0.09
C  -5.524  -0.717  1.579  -0.31
C  6.269  0.359  -2.397  0.00
C  -4.745  -0.031  -2.579  -0.24
C  -4.587  2.319  -2.890  -0.09
C  -0.067  1.883  1.425  -0.14
C  -5.627  -0.769  0.064  -0.11
C  -0.304  0.546  -2.425  -0.18
C  0.878  1.407  2.539  -0.60
C  0.683  -1.679  2.647  -0.22
C  4.762  -1.391  -1.751  -0.14
C  -4.352  -1.266  -1.856  -0.33
C  -5.753  1.052  -4.536  -0.12
C  -4.267  1.206  -2.138  -0.03
C  4.111  -1.891  2.294  -0.11
C  3.590  -0.349  4.239  -0.10
C  1.791  2.641  2.843  -0.08
C  3.607  -0.507  2.706  -0.65
C  4.118  0.860  -1.428  -0.64
C  5.353  1.300  -1.953  -0.12
C  -5.661  -1.520  3.745  -0.41
C  4.607  0.550  2.147  -0.10
C  5.680  2.774  -2.057  -0.56
C  -3.014  -1.781  -2.411  -0.06
C  -5.398  -0.107  -3.807  -0.58
C  -5.972  -1.725  2.432  -0.16
C  6.008  -0.979  -2.217  -0.04
C  -0.048  1.068  3.739  -0.11
C  -4.895  0.278  2.285  -0.97
C  -1.457  0.130  -2.993  -0.04
C  -5.272  2.243  -4.086  -0.65
C  -1.006  -1.079  -1.180  -0.19
H  0.467  2.237  0.541  0.03
H  0.459  0.630  4.566  0.06
H  -6.309  -1.584  -0.266  0.14
H  -0.598  2.727  1.806  0.07
H  5.106  -2.129  2.708  0.09
H  1.271  3.428  3.315  0.06
H  -6.450  -2.613  2.053  0.12
H  -5.867  -2.213  4.562  0.08
H  2.592  2.424  3.514  0.04
H  -5.115  -2.009  -2.057  0.11
H  4.506  -2.414  -1.708  0.06
H  1.041  -2.663  2.285  0.02
H  -0.819  1.132  1.173  0.06
H  3.052  -1.163  4.706  0.07
H  -3.713  1.283  -1.217  0.10
H  -2.741  -2.756  -1.948  0.14
H  2.206  3.086  1.898  0.08
H  -3.023  -1.968  -3.461  0.11
H  -4.323  3.343  -2.564  0.12
H  0.417  1.292  -2.768  0.10
H  3.299  0.643  4.592  0.07
H  -6.272  1.010  -5.505  0.12
H  3.369  -2.672  2.534  0.07
H  -0.600  1.917  4.096  0.08
H  4.292  -1.968  1.220  0.05
H  4.715  0.529  1.049  0.04
H  -0.849  0.371  3.393  0.08
H  -6.003  0.173  -0.381  0.13
H  6.704  -1.709  -2.621  0.11
H  -2.067  0.491  -3.826  0.14
H  5.553  0.379  2.698  0.09
H  -0.324  -1.501  2.271  0.02
H  -1.130  -1.809  -0.414  0.12
H  4.651  -0.503  4.555  0.09
H  0.583  -1.687  3.739  0.03
H  7.188  0.644  -2.930  0.14
H  4.370  1.627  2.376  0.08

***

Entry 5:
The following is a quantum chemistry calculation of a 2-piece molecular cluster, CH5NO overall in a non-equilibrium geometry, from the Open Molecules 2025 dataset.

Computed properties:
F_max: 3.74 eV/Å
Orbital gap (spin up / spin down): 8.5 / 9.0 eV
Relative energy (zero: lowest compared OMol25 entry of this formula, charge and spin): 108.2 kcal/mol
Lowest unoccupied orbital energy (spin up / spin down): 0.637 / 0.723 eV

Last column: natural (NBO) charge in e.
CARTESIAN COORDINATES (ANGSTROEM)
O  -0.964  -0.863  0.152  -0.39
N  -1.783  0.108  -0.113  -0.47
C  1.032  -0.461  -0.019  -0.35
H  1.544  -1.398  0.187  0.18
H  -2.134  0.197  -1.150  0.34
H  1.000  -0.092  -0.958  0.17
H  1.283  0.197  0.733  0.16
H  -1.453  0.883  0.521  0.35

***

Entry 6:
The following is a quantum chemistry calculation of a 2-piece molecular cluster, C5H6BrNS overall in a non-equilibrium geometry, from the Open Molecules 2025 dataset.

Computed properties:
F_max: 2.88 eV/Å
Orbital gap (spin up / spin down): 8.6 / 7.9 eV
Relative energy (zero: lowest compared OMol25 entry of this formula, charge and spin): 90.8 kcal/mol
Lowest unoccupied orbital energy (spin up / spin down): -0.308 / -0.657 eV

Last column: natural (NBO) charge in e.
CARTESIAN COORDINATES (ANGSTROEM)
Br  -2.895  0.590  0.616  0.12
S  1.664  1.865  -0.948  0.37
N  -0.141  2.086  0.869  -0.51
C  2.078  2.460  0.607  -0.44
C  -2.401  -0.570  -1.894  -0.68
C  1.013  2.504  1.416  -0.05
C  0.016  1.783  -0.333  0.09
C  -2.241  0.710  -1.102  -0.19
H  -2.718  1.496  -1.639  0.18
H  3.052  2.756  0.719  0.23
H  0.963  2.876  2.464  0.22
H  -2.138  -1.533  -1.367  0.23
H  -1.819  -0.490  -2.787  0.22
H  -3.445  -0.624  -2.160  0.23

***

Which of these has the highest F_max? C6H7NO3S2

***

Please write out number 2 again, unchanged.
The following is a quantum chemistry calculation of one molecule with the formula C6H7NO3S2 in a non-equilibrium geometry, from the Open Molecules 2025 dataset.

Computed properties:
F_max: 6.53 eV/Å
Orbital gap (spin up / spin down): 6.9 / 7.5 eV
Multiplicity: 3
Lowest unoccupied orbital energy (spin up / spin down): 0.384 / -2.056 eV

Last column: natural (NBO) charge in e.
CARTESIAN COORDINATES (ANGSTROEM)
S  -2.649  -1.114  0.081  0.92
S  2.010  -0.051  -0.426  0.20
O  -1.914  2.270  0.654  -0.52
O  0.279  -2.791  -0.575  -0.70
O  -3.433  -0.198  -0.788  -0.71
N  -0.714  0.602  -0.432  -0.44
C  0.137  -1.834  0.470  0.09
C  -0.957  1.861  0.090  0.69
C  0.608  0.960  -0.948  -0.17
C  1.294  -1.019  0.925  -0.61
C  -1.100  -0.634  0.005  -0.17
C  0.445  2.367  -0.257  -0.49
H  0.949  2.476  0.811  0.24
H  1.138  -0.267  1.861  0.26
H  0.621  3.165  -0.842  0.23
H  2.118  -1.727  1.208  0.26
H  0.683  0.839  -2.030  0.23
H  -0.529  -2.378  1.323  0.22
H  1.014  -2.528  -1.129  0.48

***

The lowest F_max belongs to which entry? C26H38BN10Sn

***

F_max of number 1 (C26H21ClIMnN6O2S)? 0.84 eV/Å